{
  "formula": "C11H17AlCl2Lu",
  "method": "the ωB97M-V functional and the def2-TZVPD basis",
  "total_charge": -1,
  "total_energy_ev": -76942.1869,
  "lumo_ev": [1.1, 1.1],
  "species": ["H", "H", "C", "H", "H", "Lu", "C", "C", "C", "H", "H", "C", "C", "C", "H", "H", "C", "H", "Cl", "C", "H", "Cl", "C", "H", "H", "C", "H", "Al", "H", "H", "H", "H"],
  "positions_angstrom": [[-1.1290, 1.6060, 4.7474], [0.3188, -2.4143, 4.1803], [-0.5792, -1.0323, -4.6522], [-3.1992, -0.8495, 0.5428], [-1.4970, -0.9378, -4.0454], [-0.9555, 0.9290, 0.5849], [2.0836, 0.7845, -3.7894], [0.3146, -1.3682, 3.8452], [0.9457, -0.9515, 2.6781], [-0.6556, -0.2424, -5.4164], [-0.8152, -0.7223, 5.5844], [0.0635, 1.2560, 2.9943], [0.9228, 0.3928, 2.2243], [-0.3706, -0.4471, 4.6270], [-1.7829, 1.2278, -2.0696], [1.9309, 0.0809, 0.2769], [1.3968, 0.8236, 0.8964], [1.8493, 1.8236, 0.7826], [1.6920, -2.3395, -2.1803], [-0.5381, 0.8816, 4.1751], [-2.3517, -1.3545, 2.0694], [-0.7462, 2.8755, 2.2329], [-2.2150, -1.0072, 1.0304], [-0.6534, -1.9763, -5.2057], [1.9167, 1.4909, -2.9509], [-1.3704, 1.8854, -1.2539], [1.7960, 1.3292, -4.6965], [1.3443, -1.1358, -3.9633], [1.4261, -1.7063, 2.0857], [3.1620, 0.6241, -3.8737], [-1.7199, -1.8213, 0.4845], [-0.5843, 2.2955, -1.9452]],
  "forces_ev_per_a": [[0.18, -0.42, -0.29], [0.21, 0.45, -0.38], [0.78, -0.83, -1.02], [0.22, -0.22, 0.28], [0.94, -0.12, 0.42], [-1.10, -0.23, -1.22], [0.80, -0.87, -0.88], [0.04, 0.23, -0.08], [-0.49, -0.15, 0.81], [0.27, -0.13, 0.20], [0.07, -0.02, -0.32], [-0.51, 0.36, -0.27], [0.46, 1.41, -1.39], [-0.41, 1.17, 0.31], [-0.79, 0.12, 0.59], [-0.28, 0.20, 0.59], [0.74, -0.61, 0.83], [-0.55, -0.37, 0.27], [0.23, -0.05, -1.00], [0.01, -0.66, 0.68], [-0.12, 0.09, -0.27], [1.56, -1.10, 1.39], [-0.27, -0.03, 0.05], [-0.56, -0.07, -0.23], [-0.36, -1.10, -0.07], [0.89, -0.80, -2.00], [-0.03, -0.10, -0.02], [-2.43, 2.87, 2.67], [0.35, 0.02, -0.38], [0.33, 0.45, 0.05], [-0.04, -0.13, -0.04], [-0.14, 0.66, 0.74]],
  "mulliken_charge": [0.36, 0.32, -0.99, 0.34, 0.31, 0.74, -1.00, -0.58, -0.36, 0.28, 0.32, 0.27, 0.66, -0.41, 0.03, 0.30, -1.06, 0.17, -0.26, -0.52, 0.25, -0.29, -1.46, 0.28, 0.28, -0.84, 0.30, 0.49, 0.39, 0.29, 0.27, 0.12]
}

{
  "formula": "C11H17AsMoN3S6Sb",
  "method": "the ωB97M-V functional and the def2-TZVPD basis",
  "total_energy_ev": -150396.6337,
  "lumo_ev": [-2.5, -2.4],
  "relative_energy_ev": 0.845,
  "species": ["C", "H", "N", "C", "S", "N", "C", "H", "S", "C", "Sb", "H", "H", "N", "S", "C", "H", "H", "H", "H", "S", "C", "H", "C", "H", "C", "H", "H", "C", "As", "H", "H", "Mo", "S", "C", "H", "S", "H", "H", "C"],
  "positions_angstrom": [[-0.4614, -2.1534, -3.8751], [-3.0400, 4.0468, -3.2538], [-1.0418, 1.3062, -1.4089], [-2.7856, 2.9685, -1.4336], [2.0886, -0.9035, -1.1555], [-1.4731, 0.5631, 0.9441], [-2.2671, 1.5412, 0.5592], [-0.9309, -1.3766, -4.4801], [3.7507, -0.7592, 2.0162], [-0.9880, -0.8936, 2.5494], [-1.0748, -1.9585, -1.8433], [0.1646, -4.2190, -1.1427], [-1.1884, 2.7974, -4.4152], [-1.7066, 0.1426, 2.2558], [-1.1156, -1.5564, 4.1873], [-3.1781, -1.8157, -2.1548], [-0.7743, -3.1335, -4.2400], [-3.0064, 1.9421, 1.2369], [-1.3779, -4.1195, -0.2790], [0.0498, 1.0779, -3.1678], [0.0845, -1.6945, 1.4364], [-0.8920, -3.9796, -1.2402], [-3.7008, -1.9142, -1.2022], [-2.0550, 1.9731, -0.7702], [-3.5042, -2.6071, -2.8375], [0.5473, -1.0611, 4.7462], [0.6227, -2.0647, -3.9467], [-1.3522, -4.6162, -1.9951], [-0.7649, 1.6157, -2.7131], [3.1870, 0.3592, 0.3355], [0.6445, -1.4182, 5.7710], [0.6358, 0.0211, 4.7249], [0.0756, -0.0287, -0.2913], [1.4571, 1.6875, 0.7044], [-1.4538, 2.5754, -3.3883], [1.3153, -1.5138, 4.1240], [4.8867, 1.2833, -0.4626], [-3.4100, -0.8417, -2.5895], [-3.5723, 3.4812, -0.8953], [-2.4894, 3.2707, -2.7313]],
  "forces_ev_per_a": [[0.03, 0.02, 0.01], [0.07, -0.12, 0.07], [-0.61, 0.60, -0.52], [-0.11, -0.04, 0.25], [-1.25, -0.04, 0.04], [-1.05, 0.49, 0.85], [0.42, -0.52, 0.29], [0.03, -0.03, 0.03], [-0.87, -0.12, -0.08], [-0.22, 0.15, -0.05], [-0.28, -0.32, -0.46], [0.03, -0.03, 0.01], [-0.04, -0.01, 0.12], [0.40, -0.20, -0.48], [0.09, 0.17, -0.04], [-0.06, -0.10, -0.05], [0.02, 0.10, 0.01], [-0.05, 0.02, -0.02], [-0.02, -0.01, 0.05], [0.17, -0.13, 0.00], [-0.14, 0.56, -0.23], [0.02, 0.06, -0.03], [0.03, 0.00, -0.07], [0.41, -0.17, -0.60], [0.03, 0.15, 0.13], [-0.03, -0.14, -0.03], [-0.06, -0.01, 0.01], [0.02, 0.01, 0.03], [-0.07, -0.09, 0.69], [2.81, 0.23, 0.75], [-0.04, 0.00, -0.06], [0.00, 0.02, 0.00], [2.54, -0.15, 0.80], [-1.30, -0.80, -0.53], [-0.34, 0.31, -0.07], [0.05, 0.02, -0.02], [-0.77, 0.10, -0.41], [-0.01, -0.06, 0.02], [0.02, -0.01, -0.03], [0.14, 0.09, -0.40]],
  "mulliken_charge": [-1.30, 0.43, 0.33, -0.97, -0.25, 1.04, -0.68, 0.39, -0.46, 0.42, 1.09, 0.39, 0.42, -1.36, -0.05, -1.30, 0.40, 0.40, 0.38, 0.62, -0.22, -1.29, 0.38, 0.80, 0.40, -0.73, 0.38, 0.43, -0.39, 0.42, 0.33, 0.28, -0.07, -0.21, -0.83, 0.22, -0.46, 0.38, 0.46, -0.22]
}

{
  "formula": "C11H17B3F6N2O9",
  "method": "the ωB97M-V functional and the def2-TZVPD basis",
  "total_energy_ev": -51429.8716,
  "lumo_ev": -0.7,
  "species": ["C", "F", "O", "B", "N", "H", "C", "N", "C", "C", "C", "H", "H", "H", "O", "C", "O", "F", "H", "H", "O", "H", "F", "F", "H", "H", "F", "O", "H", "C", "F", "O", "H", "O", "B", "O", "H", "H", "O", "C", "C", "H", "H", "H", "C", "H", "C", "B"],
  "positions_angstrom": [[-1.8136, 2.9826, 2.0412], [-4.6112, 2.6394, -6.4652], [-2.9054, 5.4507, -5.7005], [1.1348, -2.1902, 1.4839], [1.9448, -6.4929, 0.8183], [0.0365, 0.3845, 2.3572], [-0.9106, 0.8790, 2.5600], [4.1000, -3.3077, 3.0406], [-2.3890, 4.1236, -3.4083], [-1.6761, 4.1740, 1.0769], [4.8664, -4.1628, 2.4690], [-0.9079, 1.1636, 3.6113], [-4.3113, 4.2215, -2.4482], [-1.5459, 4.7655, -3.6613], [-2.6013, 2.9515, 2.9365], [-3.0965, 4.2741, -5.6419], [0.3069, -3.3115, 1.5173], [-2.6189, 2.6694, -7.3079], [-2.0038, -0.9604, 2.8091], [-3.0215, 0.4330, 2.4346], [-0.9218, 2.0590, 1.7295], [4.9174, -4.2976, 0.3428], [-1.6428, 3.7670, -0.1991], [-4.0313, 4.2224, -7.8093], [6.5008, -4.2541, 1.0927], [1.0553, -1.4594, 0.5492], [-0.5476, 4.8464, 1.3216], [1.9790, -4.4760, 2.6874], [4.2756, -6.0504, 3.2388], [5.4955, -3.8384, 1.1451], [-2.6914, 5.0156, 1.2108], [-2.8894, 3.4850, -4.6020], [5.6180, -5.3066, 4.0806], [2.0400, -2.0655, 2.5029], [2.7301, -3.2690, 2.7636], [1.2618, -7.4082, 0.6584], [-2.0111, 3.3158, -2.7870], [5.8720, -6.0715, 2.4984], [1.2315, -5.2467, 0.5017], [5.1887, -5.4758, 3.0963], [-3.4738, 4.8819, -2.6768], [-3.8614, 5.7021, -3.2789], [5.5668, -2.7659, 1.0222], [-2.0510, -0.2964, 1.1651], [-2.0647, -0.0423, 2.2258], [-3.0847, 5.2936, -1.7480], [-3.6048, 3.4375, -6.8305], [1.1673, -4.3896, 1.5759]],
  "forces_ev_per_a": [[0.13, -0.23, 0.09], [-0.08, -0.07, 0.06], [0.00, 0.15, -0.14], [-0.81, 0.15, 0.69], [0.16, -0.42, 0.08], [0.08, 0.20, -0.16], [-0.01, -0.55, 0.25], [-0.49, -0.93, -1.11], [0.18, 0.16, 0.48], [-0.02, 0.22, -0.12], [0.04, 0.57, 0.72], [-0.13, 0.18, -0.04], [0.06, -0.05, 0.10], [-0.08, 0.06, -0.17], [-0.14, 0.14, 0.09], [0.11, -0.02, 0.23], [0.44, 0.07, -1.32], [0.12, -0.06, 0.00], [0.08, 0.00, 0.00], [0.01, 0.00, 0.11], [0.14, 0.05, -0.10], [-0.12, 0.01, -0.08], [0.03, -0.11, -0.07], [-0.02, 0.13, -0.08], [0.05, -0.11, -0.07], [-0.05, 0.36, 0.24], [0.15, -0.03, 0.06], [0.70, 0.09, -1.03], [-0.23, 0.13, 0.04], [0.44, -0.16, 0.23], [-0.16, 0.02, 0.06], [-0.02, -0.14, -0.02], [0.03, 0.01, 0.12], [0.41, -0.07, -0.68], [0.19, 0.56, 1.47], [0.18, 0.43, -0.13], [-0.05, -0.15, -0.14], [0.13, -0.02, -0.02], [-0.56, -0.40, 0.28], [0.33, -0.26, -0.02], [-0.28, 0.04, -0.24], [0.09, 0.04, -0.02], [-0.25, 0.14, -0.17], [0.09, -0.09, 0.02], [-0.18, 0.18, -0.18], [0.03, -0.04, 0.02], [-0.10, -0.04, -0.09], [-0.63, -0.12, 0.75]],
  "mulliken_charge": [0.29, -0.25, -0.50, 0.52, 0.34, 0.18, -0.04, -0.48, -0.13, 0.97, 1.01, 0.32, 0.30, 0.31, -0.51, 0.31, -0.41, -0.25, 0.36, 0.42, -0.35, 0.29, -0.21, -0.24, 0.45, -0.13, -0.26, -0.25, 0.27, -1.32, -0.26, -0.33, 0.34, -0.47, 0.24, -0.31, 0.25, 0.39, -0.14, -1.20, -1.05, 0.39, 0.37, 0.32, -1.19, 0.26, 0.92, 0.50]
}

{
  "formula": "C11H17BClF4NO3Si",
  "method": "the ωB97M-V functional and the def2-TZVPD basis",
  "total_energy_ev": -51262.2194,
  "lumo_ev": -2.8,
  "relative_energy_ev": 0.000,
  "species": ["H", "Si", "C", "C", "N", "H", "C", "B", "H", "H", "H", "H", "H", "O", "H", "F", "F", "H", "C", "C", "H", "C", "O", "C", "H", "C", "F", "C", "H", "H", "H", "F", "H", "H", "O", "C", "H", "C", "Cl"],
  "positions_angstrom": [[-6.2770, 1.1089, -2.2337], [3.5453, 0.3993, -0.6702], [4.1814, 0.9651, -2.4206], [1.3610, -0.8543, 0.1663], [-5.3079, 1.7155, -0.3340], [1.9817, 2.4007, -0.2869], [2.9270, 1.9869, 0.2019], [-1.0722, -1.3781, 3.2030], [0.5756, -2.6710, -0.9006], [5.6090, -1.1041, -0.1731], [4.4898, 2.0721, -2.4004], [2.7829, 1.7185, 1.3205], [-2.3623, 0.2856, 1.3327], [-0.8219, -1.1029, -1.0463], [-0.3441, -2.3061, 0.7338], [-1.2878, 0.0191, 2.9357], [-1.9267, -2.1566, 2.3491], [5.1276, 0.3449, -2.6610], [-4.2715, 1.5318, 0.6780], [-3.2996, -0.4998, -0.7416], [1.8096, -1.2621, 1.1548], [-5.4391, 0.8744, -1.4985], [2.3482, -0.8326, -0.8924], [-3.1792, 0.4086, 0.5463], [3.3851, 0.8605, -3.2337], [5.1172, -0.1773, 0.2768], [-1.3774, -1.6550, 4.5710], [-4.4396, -0.2806, -1.7775], [-4.5002, -0.9635, -2.6942], [4.8600, -0.2768, 1.3933], [5.8592, 0.7138, 0.2133], [0.2975, -1.7069, 2.9377], [-4.2083, 2.2418, 1.5787], [0.8744, 0.1546, 0.3978], [-2.4302, -2.8425, -0.9059], [-2.1450, -1.6282, -0.8913], [3.7991, 2.7483, 0.1479], [0.1303, -1.8493, -0.2156], [-6.4200, 3.0006, -0.0852]],
  "forces_ev_per_a": [[1.29, -0.22, 1.38], [0.55, 0.17, -1.11], [0.30, -0.05, -0.27], [-1.50, -1.30, 0.95], [2.56, -2.61, 0.02], [1.28, -0.41, 0.89], [0.27, -0.08, 0.84], [0.26, -0.72, 1.09], [-0.76, 1.19, 1.31], [-0.70, 1.21, 0.85], [-0.40, -1.60, 0.09], [-0.11, 0.74, -1.77], [-1.05, 0.10, -0.81], [-3.75, -0.78, 1.52], [0.62, 0.98, -1.70], [-0.07, -0.45, -0.29], [0.46, 0.74, 0.19], [-1.59, 0.98, 0.05], [1.88, -2.72, -1.47], [-1.01, 2.42, 0.92], [-0.75, 0.64, -1.62], [2.61, -1.75, 0.53], [0.17, 1.71, 1.22], [-4.03, 1.05, -3.60], [1.21, -0.03, 1.01], [0.19, 0.63, 0.53], [0.21, 0.36, -1.36], [0.54, 2.35, 3.67], [-0.13, 1.35, 1.54], [0.57, -0.25, -1.61], [-1.10, -1.47, 0.01], [-1.06, 0.34, 0.03], [-0.52, -1.09, -1.77], [0.86, -1.13, -0.43], [0.81, 4.78, 0.19], [0.37, -2.33, -0.81], [-1.53, -1.14, 0.00], [2.58, -0.93, 0.04], [0.47, -0.66, -0.24]],
  "mulliken_charge": [0.37, 0.58, -0.98, -0.21, 0.04, 0.26, -0.97, 0.55, 0.27, 0.28, 0.28, 0.29, 0.34, -0.26, 0.30, -0.45, -0.41, 0.27, -0.26, 0.60, 0.34, -0.10, -0.46, -0.26, 0.27, -0.91, -0.36, -0.47, 0.38, 0.28, 0.25, -0.34, 0.42, 0.13, -0.49, 0.38, 0.34, -0.35, 0.04]
}